(1)
Density functional theory data (ωB97M-V/def2-TZVPD) for a 8-piece molecular cluster, C37H86N4O8 overall.

Charge: 0
HOMO energy: -8.285 eV
SMILES: CC1(C)CCCC(C)(C)N1O.CC1(C)CCCC(C)(C)N1O.CC1(C)CCCC(C)(C)N1O.CC1(C)CCCC(C)(C)N1O.CO.O.O.O

Element x y z (Å)
C  5.81205  0.62067  -2.98358
C  4.50038  1.04297  -2.22152
C  3.43423  1.42159  -3.32888
C  4.14852  -0.23829  -1.45501
C  2.94508  0.11759  -0.56655
C  3.49122  1.05774  0.50552
C  4.11357  2.44321  -0.07362
C  2.99416  3.39439  -0.55119
C  5.00087  3.15938  0.91969
N  4.93493  2.05859  -1.19404
O  5.31075  3.21937  -2.01844
H  6.28370  1.40512  -3.53070
H  6.58003  0.12795  -2.31632
H  5.55508  -0.09689  -3.77521
H  2.41199  1.51028  -2.95551
H  3.78451  2.32700  -3.82148
H  3.37681  0.61508  -4.08074
H  3.91994  -0.96819  -2.21974
H  4.96256  -0.65857  -0.86921
H  2.12003  0.58191  -1.10828
H  2.52840  -0.80114  -0.14710
H  4.28234  0.57624  1.10878
H  2.68305  1.47530  1.16370
H  3.36847  4.33935  -0.85864
H  2.37686  3.60211  0.36258
H  2.34603  2.89779  -1.28595
H  5.75345  2.47564  1.26862
H  4.49404  3.69230  1.72077
H  5.57276  3.93542  0.40859
H  4.48350  3.46530  -2.36256
C  -0.31623  -2.21012  -7.24561
C  -0.15376  -1.96354  -5.73463
C  0.52649  -0.71190  -5.52112
C  -1.52844  -1.97041  -5.03584
C  -1.31395  -2.13437  -3.46386
C  -0.54557  -3.37640  -3.15596
C  0.85332  -3.34612  -3.76982
C  1.71698  -2.31486  -3.03331
C  1.47152  -4.72377  -3.59897
N  0.65957  -3.10312  -5.19568
O  1.93556  -2.93727  -5.83443
H  -0.61084  -3.25381  -7.35476
H  -1.15380  -1.65257  -7.62206
H  0.56207  -2.01571  -7.84266
H  1.58635  -0.71273  -5.81576
H  0.06240  0.01150  -6.22484
H  0.45058  -0.39296  -4.45323
H  -2.00868  -0.97062  -5.22566
H  -2.22370  -2.78614  -5.28413
H  -0.88296  -1.22128  -3.13006
H  -2.33855  -2.25652  -3.10090
H  -1.11840  -4.25582  -3.51757
H  -0.33782  -3.43960  -2.08125
H  2.15250  -2.75930  -2.15484
H  1.12649  -1.54051  -2.52977
H  2.49340  -1.85565  -3.76227
H  1.61874  -5.04051  -2.56945
H  2.45436  -4.73431  -4.02681
H  0.90422  -5.49438  -4.10061
H  2.42780  -3.73037  -5.63490
C  -2.52794  -2.92539  -0.00357
C  -2.19144  -2.57623  1.46346
C  -0.68333  -2.93401  1.55291
C  -2.32508  -0.98840  1.80804
C  -3.75427  -0.54461  2.12615
C  -4.45591  -1.46147  3.11375
C  -4.35810  -3.00076  2.71529
C  -4.95659  -3.79168  3.89243
C  -5.25697  -3.20162  1.38797
N  -2.97844  -3.27164  2.48167
O  -2.78569  -4.73047  2.29304
H  -1.68898  -2.63823  -0.64441
H  -2.61338  -4.02711  -0.02282
H  -3.50153  -2.48369  -0.35997
H  -0.15479  -2.26944  0.83452
H  -0.35452  -2.75333  2.64404
H  -0.58470  -4.00979  1.31255
H  -1.59496  -0.82970  2.62718
H  -1.86854  -0.39608  1.00869
H  -3.65335  0.47432  2.47048
H  -4.31903  -0.51536  1.16795
H  -5.51451  -1.23701  3.26914
H  -3.90768  -1.37114  4.08022
H  -4.80256  -4.85974  3.80977
H  -6.06042  -3.65202  3.98323
H  -4.40037  -3.37359  4.74692
H  -5.40704  -2.28610  0.79428
H  -6.24007  -3.60140  1.68403
H  -5.04983  -3.85640  0.55366
H  -3.52298  -5.12630  1.79375
C  1.04805  3.04398  7.10016
C  1.22375  2.95138  5.61551
C  2.27743  4.04946  5.23635
C  1.70104  1.50486  5.37670
C  1.76428  1.22212  3.86292
C  0.33524  1.37764  3.34611
C  -0.26122  2.78611  3.48350
C  0.24683  3.84848  2.52333
C  -1.79140  2.66903  3.19761
N  -0.06458  3.12290  4.94816
O  -0.63432  4.39897  5.20703
H  1.90242  2.45124  7.52914
H  1.17564  4.07805  7.36772
H  0.04251  2.74624  7.46143
H  2.63888  3.99399  4.21898
H  1.79770  5.00908  5.38131
H  3.18899  3.99350  5.84930
H  2.64743  1.33209  5.82396
H  0.91089  0.90991  5.84227
H  2.56815  1.90665  3.49346
H  2.27493  0.23772  3.61068
H  -0.30677  0.63833  3.88262
H  0.12923  1.17186  2.32339
H  -0.10293  3.76624  1.47061
H  1.36228  3.85929  2.59196
H  -0.06548  4.76458  2.89917
H  -2.16769  3.69341  3.04158
H  -2.26203  2.13190  4.04135
H  -2.02863  2.22791  2.23653
H  -0.03676  5.09040  4.98730
C  -0.69206  1.15233  -1.15189
O  -2.01620  0.64613  -1.29986
H  -0.59476  2.20326  -1.26871
H  -0.30548  0.95812  -0.15602
H  -0.02592  0.68089  -1.83200
H  -2.56644  1.28673  -0.80639
O  -3.71184  2.32782  0.31330
H  -4.63022  2.49873  0.01418
H  -3.15979  3.10120  0.16993
O  -5.85792  2.57240  -1.45311
H  -6.81622  2.69026  -1.61427
H  -5.66711  1.89696  -2.10097
O  -4.98702  -0.13480  -2.56304
H  -4.07752  0.03389  -2.77621
H  -4.93129  -0.55881  -1.72263



(2)
Density functional theory data (ωB97M-V/def2-TZVPD) for C37H95F6MnN8O15S2 as an isolated structure.

Relative energy (zero: lowest compared OMol25 entry of this formula, charge and spin): 478.1 kJ/mol
Charge: -1
HOMO energy (spin up / spin down): -4.855 / -4.855 eV
Spin multiplicity: 6

Element x y z (Å)
Mn  -0.30248  -2.06687  -2.27453
C  4.31885  -1.97918  -3.03789
C  2.98029  -1.33273  -2.45678
C  2.73598  0.17284  -2.75019
O  1.83774  -2.12783  -2.81137
H  5.21588  -1.48041  -2.67091
H  4.34664  -1.90726  -4.12516
H  4.32664  -3.02966  -2.74712
H  3.15973  -1.47591  -1.39123
H  1.90293  0.46513  -2.11090
H  2.47705  0.21902  -3.80798
H  3.60022  0.82355  -2.61695
C  -4.58853  -3.68907  -1.86422
F  -4.06609  -4.67495  -1.03346
F  -4.42752  -4.08139  -3.15040
F  -5.90308  -3.57306  -1.56787
S  -3.71015  -2.00505  -1.41427
O  -2.28373  -2.18766  -1.76724
O  -4.33830  -0.96146  -2.23593
O  -3.96099  -1.77486  0.04036
C  1.31867  0.55104  1.20728
F  2.29756  -0.28261  1.65991
F  1.09971  1.28599  2.28370
F  1.71829  1.20130  0.14861
S  -0.29506  -0.55176  0.87806
O  -1.37148  0.51179  0.93391
O  -0.08860  -1.11419  -0.43941
O  -0.55382  -1.55649  1.94174
C  6.02436  1.52408  5.03940
C  4.68555  1.65744  4.29028
C  4.33950  3.20026  4.02875
O  3.36361  3.60256  4.91970
C  1.96223  3.40557  4.74270
N  4.73037  0.91616  3.03093
H  5.96373  1.87135  6.07082
H  6.87444  1.99669  4.54736
H  6.14777  0.44166  5.07457
H  4.05857  1.20276  5.05727
H  4.14165  3.53578  3.01072
H  5.23659  3.78358  4.23625
H  1.35599  3.53134  3.84562
H  1.34221  3.92390  5.47414
H  1.79277  2.36524  5.02035
H  4.78750  -0.08715  2.92995
H  3.89120  1.15786  2.52351
C  -1.89693  -4.87054  2.40564
C  -2.93560  -3.82312  2.05686
C  -4.38207  -4.41353  2.25528
O  -5.38382  -3.53084  1.64230
C  -6.70610  -4.11991  1.37209
N  -2.91139  -2.66111  2.87960
H  -2.04174  -5.77856  1.82029
H  -2.00768  -5.22025  3.43206
H  -0.90822  -4.42201  2.30892
H  -2.79349  -3.64908  0.99027
H  -4.60284  -4.63441  3.29958
H  -4.47166  -5.37096  1.74205
H  -6.59639  -5.19653  1.24191
H  -7.26352  -3.79221  0.49460
H  -7.22592  -3.85014  2.29139
H  -1.95003  -2.35823  2.81511
H  -2.82594  -2.96469  3.83910
C  -2.63578  2.42616  3.40384
C  -3.54227  1.23217  3.80282
C  -4.96428  1.59841  4.31422
O  -5.94279  1.86003  3.29384
C  -7.20857  2.21155  3.71229
N  -3.65373  0.50035  2.54730
H  -1.69620  2.07765  2.97506
H  -2.35819  3.08218  4.22887
H  -3.08773  2.98613  2.58514
H  -3.07273  0.54796  4.50958
H  -4.90411  2.44023  5.00399
H  -5.29377  0.81536  4.99713
H  -7.95211  2.59372  3.01286
H  -6.92634  3.08306  4.30297
H  -7.69426  1.59994  4.47265
H  -3.97689  1.14817  1.84304
H  -2.71425  0.50538  2.17657
C  4.15035  3.60959  -0.93046
C  2.75926  4.03998  -1.18678
C  2.25387  4.83279  0.06810
O  0.95739  5.37705  0.00569
C  -0.00864  4.35573  -0.00168
N  2.82265  4.81987  -2.50568
H  4.85637  4.42096  -0.75353
H  4.42045  2.90178  -1.71413
H  4.16277  3.02516  -0.01047
H  2.03986  3.23852  -1.35475
H  2.99134  5.60003  0.30386
H  2.34506  4.10251  0.87214
H  -0.08120  3.87964  0.97616
H  0.15295  3.72062  -0.87267
H  -0.96570  4.87684  0.02226
H  3.26242  5.72828  -2.46691
H  1.87731  5.15943  -2.61111
C  -1.26581  -5.95437  -3.92773
C  -1.21727  -4.71599  -2.98255
C  -0.19483  -4.95535  -1.90790
O  0.04813  -3.87710  -0.97827
C  1.11253  -4.12194  -0.04842
N  -0.83048  -3.55280  -3.84854
H  -0.36429  -6.01081  -4.53778
H  -2.14475  -5.79417  -4.55216
H  -1.50961  -6.88537  -3.41598
H  -2.21460  -4.48745  -2.60675
H  0.76157  -5.24334  -2.34434
H  -0.56643  -5.81532  -1.35072
H  0.76540  -4.90817  0.62198
H  1.22154  -3.25070  0.59746
H  2.09817  -4.32547  -0.46698
H  0.01306  -3.84321  -4.32206
H  -1.39658  -3.47756  -4.68159
C  -2.41218  -0.07292  -4.77061
C  -0.90109  -0.06527  -4.65969
C  -0.38989  1.22809  -5.18991
O  -0.66100  2.34288  -4.40020
C  -0.58998  3.60626  -5.01048
N  -0.53794  -0.12984  -3.17460
H  -2.89600  -0.98098  -4.41080
H  -2.70746  0.06303  -5.81100
H  -2.84653  0.76099  -4.21921
H  -0.50897  -0.88596  -5.26036
H  -0.87623  1.33493  -6.15952
H  0.68754  1.20149  -5.35286
H  -1.26830  4.26543  -4.46876
H  -0.81410  3.53439  -6.07476
H  0.42424  3.95956  -4.82440
H  0.42364  0.17891  -3.18649
H  -0.99243  0.72527  -2.88768
C  9.81853  -2.25002  0.39400
C  9.13282  -0.95488  0.74077
C  7.70114  -1.06788  1.15836
O  6.85156  -1.75832  0.16355
C  5.47085  -1.86965  0.53127
N  9.92895  -0.37732  1.85248
H  10.87218  -2.27027  0.11561
H  9.29527  -2.77590  -0.40459
H  9.82640  -2.81466  1.32632
H  9.22149  -0.38392  -0.18348
H  7.32678  -0.05388  1.29897
H  7.47148  -1.67310  2.03532
H  4.88729  -0.95131  0.46630
H  5.37845  -2.08956  1.59485
H  4.99922  -2.67209  -0.03595
H  10.02061  0.62267  1.74423
H  10.87855  -0.69479  1.71994
C  -3.16479  2.39512  -1.71603
C  -4.44500  2.79187  -0.89540
C  -5.81961  2.21550  -1.42461
O  -6.86851  2.68301  -0.64204
C  -7.50409  3.89108  -0.90418
N  -4.16705  2.40422  0.51113
H  -2.81894  1.36800  -1.59980
H  -2.31387  3.05269  -1.53816
H  -3.40165  2.62648  -2.75451
H  -4.57794  3.87139  -0.96677
H  -5.81785  1.13910  -1.25298
H  -6.15937  2.35798  -2.45045
H  -6.90476  4.56483  -1.51651
H  -7.61688  4.35845  0.07405
H  -8.51659  3.71341  -1.26664
H  -4.80924  2.99802  1.01620
H  -3.23809  2.60819  0.85104



In the order shown, the computed calculated total energy values come out to -62097.3100, -151833.3380 eV.
In the order shown, the computed maximum force values come out to 3.405, 5.064 eV Å⁻¹.